1.
# C5H20O5

A structure of composition C5H20O5 (the ωB97M-V functional and the def2-TZVPD basis, the OMol25 dataset).

The HOMO-LUMO gap is 10.2 eV. The calculation puts the lowest unoccupied orbital energy at 0.7 eV. The calculation puts the energy relative to the best compared isomer or geometry (same formula, charge and spin) at 524.95 kJ/mol. The HOMO energy is -9.5 eV. The value obtained for the total energy is -578.466792 hartree.

```
! wB97M-V def2-TZVPD RIJCOSX def2/J DEFGRID3
* xyz 0 1
C 0.722 2.984 2.696
O -0.220 2.406 1.858
H 0.985 2.264 3.472
H 1.619 3.251 2.139
H 0.236 3.851 3.143
H -0.527 3.012 1.181
C -2.368 1.523 -0.057
O -2.443 2.851 -0.281
H -3.342 1.053 -0.191
H -1.746 1.104 -0.848
H -2.030 1.147 0.909
H -3.130 3.081 -0.911
C 0.653 0.389 0.595
O 0.166 -0.817 -0.012
H 1.595 0.597 0.088
H -0.099 1.152 0.396
H 0.810 0.298 1.670
H 0.256 -0.701 -0.960
C 0.855 -1.744 -3.074
O -0.245 -1.624 -2.125
H 0.818 -2.777 -3.420
H 0.557 -1.078 -3.883
H 1.830 -1.498 -2.652
H 0.088 -2.248 -1.476
C 0.790 -3.384 0.471
O 0.993 -2.614 -0.716
H 0.996 -4.454 0.451
H 1.535 -2.940 1.131
H -0.262 -3.353 0.755
H 0.909 -1.731 -0.351
*
```

Want to see where the charge sits? The Mulliken charges in e are: C -0.731; O -0.428; H 0.244; H 0.300; H 0.287; H 0.252; C -0.561; O -0.550; H 0.409; H 0.232; H 0.228; H 0.317; C -0.392; O -0.517; H 0.294; H 0.086; H 0.215; H 0.381; C -0.672; O -0.759; H 0.302; H 0.259; H 0.247; H 0.568; C -0.739; O -0.665; H 0.269; H 0.308; H 0.229; H 0.587



2.
# C5H21AlN10O6

A structure of composition C5H21AlN10O6 (the ωB97M-V functional and the def2-TZVPD basis, the OMol25 dataset).

The HOMO-LUMO gap is 4.0 eV. The calculation puts the lowest unoccupied orbital energy at -11.3 eV. The calculation puts the energy relative to the best compared isomer or geometry (same formula, charge and spin) at 0.00 kJ/mol. The HOMO energy is -15.3 eV. The value obtained for the total energy is -1443.941124 hartree.

```
! wB97M-V def2-TZVPD RIJCOSX def2/J DEFGRID3
* xyz 2 1
Al -1.238 -0.968 -0.146
O 0.569 -3.132 0.648
H 1.204 -3.638 0.106
C 1.048 1.627 2.035
O 0.630 0.883 1.207
N 2.313 1.673 2.271
N 0.290 2.426 2.790
H 2.690 2.373 2.894
H 2.851 1.002 1.741
H -0.718 2.413 2.738
H 0.872 2.965 3.416
C -0.874 -2.137 -4.057
O -0.640 -1.601 -3.015
N -1.296 -1.476 -5.099
N -0.688 -3.369 -4.307
H -1.320 -2.027 -5.945
H -1.498 -0.487 -5.096
H -1.141 -3.775 -5.114
H -0.352 -3.900 -3.517
C -3.052 2.380 0.771
O -2.258 1.533 1.160
N -3.906 2.228 -0.229
N -3.164 3.658 1.075
H -4.456 3.032 -0.494
H -4.064 1.313 -0.626
H -2.495 4.163 1.638
H -3.927 4.184 0.672
C 0.132 -1.460 3.602
O -0.779 -1.261 2.793
N 0.105 -0.999 4.839
N 1.241 -2.144 3.393
H -0.716 -0.454 5.061
H 0.919 -1.017 5.436
H 2.044 -2.120 4.006
H 1.189 -2.636 2.512
C 2.199 -0.152 -2.061
O 1.447 -0.731 -1.281
N 2.066 -0.182 -3.349
N 3.288 0.530 -1.715
H 2.802 0.335 -3.808
H 1.316 -0.686 -3.800
H 3.499 0.652 -0.735
H 3.870 0.979 -2.407
*
```

Want to see where the charge sits? The Mulliken charges in e are: Al 1.360; O -0.450; H 0.274; C 0.680; O -0.398; N -0.468; N -0.378; H 0.164; H 0.199; H 0.143; H 0.135; C 0.702; O -0.611; N -0.409; N -0.404; H 0.155; H 0.220; H 0.197; H 0.236; C 0.788; O -0.520; N -0.407; N -0.344; H 0.131; H 0.160; H 0.208; H 0.150; C 0.682; O -0.474; N -0.416; N -0.302; H 0.248; H 0.173; H 0.182; H 0.190; C 0.659; O -0.411; N -0.286; N -0.378; H 0.132; H 0.125; H 0.202; H 0.161



3.
# C5H21BeFeN10O6

A structure of composition C5H21BeFeN10O6 (the ωB97M-V functional and the def2-TZVPD basis, the OMol25 dataset).

The HOMO-LUMO gap (alpha / beta) is 6.6 / 7.0 eV. The calculation puts the lowest unoccupied orbital energy (alpha / beta) at -6.7 / -7.0 eV. The calculation puts the energy relative to the best compared isomer or geometry (same formula, charge and spin) at 88.09 kJ/mol. The HOMO energy (alpha / beta) is -13.3 / -14.0 eV. The value obtained for the total energy is -2480.063230 hartree.

```
! wB97M-V def2-TZVPD RIJCOSX def2/J DEFGRID3
* xyz 2 6
Be -0.813 -1.352 2.510
Fe -2.001 -0.119 -1.462
O -1.040 -0.417 0.287
H -0.216 0.032 0.015
C -2.201 -3.127 -2.311
O -2.287 -2.029 -1.838
N -1.625 -4.065 -1.620
N -2.676 -3.554 -3.432
H -1.562 -3.848 -0.635
H -1.321 -4.944 -2.015
H -3.050 -2.884 -4.089
H -2.583 -4.477 -3.832
C -3.409 1.046 3.106
O -2.993 0.067 2.468
N -4.673 1.176 3.527
N -2.725 2.012 3.599
H -4.872 1.650 4.397
H -5.290 0.453 3.186
H -3.136 2.750 4.153
H -1.716 1.991 3.618
C 2.021 3.453 1.031
O 1.900 4.526 1.623
N 2.338 3.392 -0.232
N 1.704 2.311 1.545
H 2.420 4.194 -0.841
H 2.396 2.437 -0.556
H 1.784 1.416 1.084
H 1.347 2.326 2.490
C 1.070 0.664 -2.596
O -0.015 0.190 -2.333
N 2.113 0.662 -1.893
N 1.191 1.517 -3.501
H 2.031 -0.127 -1.268
H 2.881 1.281 -2.112
H 2.142 1.748 -3.750
H 0.417 1.709 -4.120
C 2.465 -1.413 1.112
O 1.568 -1.210 1.928
N 2.250 -2.173 0.101
N 3.662 -0.975 1.102
H 2.951 -2.256 -0.621
H 1.442 -2.779 0.097
H 4.245 -0.982 0.276
H 3.865 -0.273 1.799
*
```

Want to see where the charge sits? The Mulliken charges in e are: Be 0.808; Fe 1.101; O -0.849; H 0.503; C 0.727; O -0.653; N -0.396; N -0.380; H 0.202; H 0.212; H 0.230; H 0.193; C 0.669; O -0.573; N -0.467; N -0.330; H 0.205; H 0.239; H 0.200; H 0.170; C 0.543; O -0.670; N -0.269; N -0.205; H 0.207; H 0.219; H 0.088; H 0.160; C 0.484; O -0.575; N -0.352; N -0.402; H 0.212; H 0.272; H 0.174; H 0.237; C 0.400; O -0.566; N -0.312; N -0.319; H 0.193; H 0.169; H 0.206; H 0.297



4.
# C5H21N2O4

A cluster of 4 separate species, C5H21N2O4 in total (the ωB97M-V functional and the def2-TZVPD basis, the OMol25 dataset).

The HOMO-LUMO gap is 9.4 eV. The calculation puts the lowest unoccupied orbital energy at -2.8 eV. The calculation puts the energy relative to the best compared isomer or geometry (same formula, charge and spin) at 264.86 kJ/mol. The HOMO energy is -12.2 eV. The value obtained for the total energy is -613.275605 hartree.

```
! wB97M-V def2-TZVPD RIJCOSX def2/J DEFGRID3
* xyz 1 1
N -1.341 0.880 -0.914
C -0.552 1.096 0.390
C 0.549 2.059 -0.010
O -0.158 3.290 -0.427
C -0.197 -0.246 1.056
N 1.069 -0.141 1.844
C 0.860 0.624 3.122
C 1.694 -1.502 2.041
H -1.932 1.824 -0.884
H -0.631 0.716 -1.708
H -1.901 0.129 -0.878
H -1.213 1.595 1.179
H 1.280 2.161 0.952
H 1.133 1.695 -0.850
H 0.432 4.079 -0.248
H 0.038 -1.094 0.304
H -1.030 -0.592 1.679
H -0.114 0.371 3.516
H 1.572 0.481 3.816
H 0.902 1.678 2.969
H 0.919 -2.279 2.326
H 2.312 -1.773 1.123
H 2.449 -1.475 2.901
H 1.176 -0.065 -3.237
H -0.128 -0.839 -3.323
O 0.285 0.043 -3.550
H 0.861 -4.016 -1.035
H 0.474 -3.042 0.094
O 0.364 -3.225 -0.826
H -2.627 -1.788 -2.492
H -1.663 -2.431 -1.540
O -2.308 -1.695 -1.541
*
```

Want to see where the charge sits? The Mulliken charges in e are: N -0.043; C -0.276; C -0.518; O -0.525; C -0.224; N 0.005; C -1.196; C -0.910; H 0.459; H 0.320; H 0.268; H 0.262; H 0.342; H 0.293; H 0.339; H -0.108; H 0.493; H 0.341; H 0.522; H 0.319; H 0.328; H 0.281; H 0.304; H 0.343; H 0.348; O -0.686; H 0.311; H 0.271; O -0.636; H 0.331; H 0.313; O -0.671



5.
# C5H21NO6

A cluster of 7 separate species, C5H21NO6 in total (the ωB97M-V functional and the def2-TZVPD basis, the OMol25 dataset).

The HOMO-LUMO gap (alpha / beta) is 3.0 / 7.1 eV. The calculation puts the lowest unoccupied orbital energy (alpha / beta) at 3.4 / 3.2 eV. The calculation puts the energy relative to the best compared isomer or geometry (same formula, charge and spin) at 4.72 kJ/mol. The HOMO energy (alpha / beta) is 0.4 / -3.9 eV. The value obtained for the total energy is -709.236108 hartree.

```
! wB97M-V def2-TZVPD RIJCOSX def2/J DEFGRID3
* xyz -1 2
C 0.150 -2.536 -1.734
N -0.811 -1.417 -1.668
C -1.162 -1.027 -0.366
C -2.210 -0.234 -0.104
C -2.481 0.258 1.243
C -2.728 1.557 1.489
H -0.163 -3.396 -1.152
H 0.259 -2.872 -2.772
H 1.134 -2.206 -1.391
H -1.611 -1.434 -2.310
H -0.441 -1.291 0.423
H -2.956 0.000 -0.854
H -2.446 -0.494 2.023
H -2.914 1.983 2.507
H -2.729 2.343 0.753
H 2.164 0.204 -2.225
H 1.006 -0.322 -2.932
O 1.780 0.160 -3.103
H 1.863 -0.836 0.752
H 1.814 -2.279 1.121
O 1.674 -1.429 1.456
H 0.982 -0.302 2.579
H -0.391 0.410 2.801
O 0.554 0.494 2.963
H 1.411 1.678 2.051
H 1.023 2.548 0.813
O 1.776 2.229 1.352
H 0.065 2.406 -1.517
H -0.754 1.489 -0.719
O 0.013 1.992 -0.681
H 2.716 1.029 0.140
H 1.254 0.901 -0.489
O 2.159 0.393 -0.450
*
```

Want to see where the charge sits? The Mulliken charges in e are: C -1.298; N 0.300; C -1.005; C -0.916; C -0.327; C -0.867; H 0.446; H 0.369; H 0.321; H 0.216; H 0.403; H 0.443; H 0.621; H 0.204; H 0.406; H 0.370; H 0.295; O -0.641; H 0.400; H 0.308; O -0.581; H 0.396; H 0.306; O -0.834; H 0.482; H 0.307; O -0.831; H 0.171; H 0.224; O -0.662; H 0.379; H 0.587; O -0.991



6.
# C5H22N2O4S

A cluster of 5 separate species, C5H22N2O4S in total (the ωB97M-V functional and the def2-TZVPD basis, the OMol25 dataset).

The HOMO-LUMO gap is 9.6 eV. The calculation puts the lowest unoccupied orbital energy at 0.5 eV. The SMILES is CCN[C@@H](CN)CS.O.O.O.O. The calculation puts the energy relative to the best compared isomer or geometry (same formula, charge and spin) at 429.75 kJ/mol. The HOMO energy is -9.1 eV. The value obtained for the total energy is -1012.215901 hartree.

```
! wB97M-V def2-TZVPD RIJCOSX def2/J DEFGRID3
* xyz 0 1
C -1.453 -1.140 -2.340
C -0.900 0.371 -2.725
N 0.376 0.486 -1.955
C 0.355 0.780 -0.492
C 1.993 0.799 -0.042
N 2.251 0.124 1.270
C -0.148 2.173 -0.252
S -0.496 2.539 1.547
H -0.690 -1.927 -2.506
H -2.134 -1.396 -3.249
H -2.032 -1.324 -1.470
H -1.655 1.172 -2.431
H -0.832 0.326 -3.937
H 0.932 1.060 -2.395
H -0.259 0.028 -0.025
H 2.660 0.425 -0.822
H 2.352 1.922 0.134
H 1.549 -0.547 1.516
H 1.988 0.742 1.915
H 0.661 2.849 -0.666
H -0.932 2.618 -0.900
H -1.676 2.021 1.448
O 1.178 -3.215 1.140
H 2.090 -2.988 1.092
H 0.972 -2.855 0.083
O 1.622 -2.113 -1.227
H 2.460 -1.756 -1.223
H 1.003 -1.455 -1.585
O -0.518 -1.608 1.774
H -0.759 -1.742 0.910
H 0.280 -2.108 2.139
O -3.487 -0.183 1.362
H -3.075 -0.692 0.712
H -2.801 -0.218 2.025
*
```

Want to see where the charge sits? The Mulliken charges in e are: C -1.010; C -0.321; N -0.455; C 1.382; C -1.049; N -0.611; C -1.208; S -0.178; H 0.344; H 0.384; H 0.187; H 0.218; H 0.336; H 0.182; H -0.208; H 0.442; H 0.343; H 0.242; H 0.316; H 0.426; H 0.362; H 0.090; O -0.780; H 0.290; H 0.528; O -0.730; H 0.277; H 0.235; O -0.653; H 0.263; H 0.373; O -0.642; H 0.300; H 0.324



> Which of these has the highest energy relative to the best compared isomer or geometry (same formula, charge and spin)?

C5H20O5